Entry 1:
Computed, not measured: a molecular structure, C44H57GeMgN7O3Si4 at a distorted geometry, with ωB97M-V/def2-TZVPD.

```
117
Properties=species:S:1:pos:R:3
Mg 0.41 0.25 0.64
O -0.88 3.63 2.64
C -0.78 2.50 2.13
N 0.23 1.66 2.10
C 1.35 1.72 2.88
C 1.86 2.82 3.56
C 2.96 2.67 4.39
C 3.57 1.44 4.53
C 3.10 0.33 3.85
C 1.98 0.45 3.03
N 1.37 -0.55 2.32
C 1.30 -1.80 2.71
O 1.80 -2.36 3.69
C 0.40 -2.60 1.80
C 0.19 -3.94 2.10
C -0.60 -4.71 1.26
C -1.14 -4.10 0.14
C -0.90 -2.75 -0.07
N -0.17 -2.01 0.75
C -1.98 1.87 1.50
C -3.24 2.43 1.70
C -4.35 1.79 1.19
C -4.17 0.62 0.48
C -2.88 0.13 0.33
N -1.82 0.72 0.84
H 1.37 3.78 3.46
H 3.33 3.53 4.94
H 4.43 1.33 5.19
H 3.57 -0.63 3.95
H 0.67 -4.34 2.97
H -0.76 -5.76 1.46
H -1.72 -4.66 -0.58
H -1.28 -2.26 -0.95
H -3.31 3.34 2.28
H -5.34 2.19 1.35
H -5.00 0.09 0.05
H -2.70 -0.79 -0.20
C 5.87 1.58 -3.53
C 4.68 0.97 -3.90
C 3.81 0.52 -2.92
C 4.10 0.62 -1.57
C 5.31 1.23 -1.23
C 6.17 1.72 -2.19
Si 2.91 0.00 -0.18
C 3.47 -1.80 0.14
C 4.67 -2.07 0.81
C 5.04 -3.36 1.15
C 4.20 -4.42 0.86
C 3.00 -4.18 0.20
C 2.66 -2.89 -0.17
H 6.55 1.96 -4.29
H 4.43 0.86 -4.94
H 2.87 0.08 -3.23
H 5.57 1.33 -0.19
H 7.09 2.21 -1.89
H 3.71 0.66 0.95
H 5.32 -1.25 1.07
H 5.97 -3.54 1.66
H 4.47 -5.43 1.15
H 2.33 -5.00 -0.01
H 1.75 -2.72 -0.71
C 2.88 -2.48 -3.52
Si 1.04 -2.01 -3.86
C 0.99 -2.12 -5.80
C 0.17 -3.66 -3.37
Ge 0.03 0.00 -2.54
Si -2.33 -0.28 -3.38
C -3.70 1.05 -3.08
C -3.33 -1.88 -2.90
C -2.35 -0.34 -5.31
Si 0.61 2.02 -3.85
C 2.06 3.09 -3.15
C 1.15 1.66 -5.67
C -0.80 3.32 -4.07
H 3.04 -3.55 -3.64
H 3.18 -2.24 -2.51
H 3.57 -1.97 -4.19
H 1.72 -2.84 -6.17
H 1.21 -1.17 -6.26
H 0.01 -2.43 -6.16
H 0.47 -4.48 -4.02
H -0.91 -3.58 -3.42
H 0.43 -3.95 -2.35
H -3.58 1.52 -2.11
H -4.70 0.62 -3.13
H -3.64 1.83 -3.84
H -3.68 -1.86 -1.87
H -2.76 -2.79 -3.03
H -4.22 -1.97 -3.52
H -1.81 0.52 -5.70
H -3.36 -0.30 -5.70
H -1.87 -1.23 -5.69
H 2.91 3.12 -3.82
H 2.41 2.69 -2.20
H 1.74 4.11 -2.96
H 1.95 0.93 -5.69
H 1.52 2.56 -6.15
H 0.34 1.27 -6.26
H -0.64 4.17 -3.40
H -1.75 2.88 -3.81
H -0.88 3.72 -5.08
C -2.53 4.51 -0.87
N -1.15 4.29 -0.49
C -0.48 5.23 0.21
C 0.80 5.04 0.59
C 1.39 3.78 0.28
N 0.72 2.85 -0.37
C -0.55 3.04 -0.76
O -1.20 2.19 -1.35
N 2.68 3.54 0.59
H -2.67 5.54 -1.19
H -3.19 4.30 -0.02
H -2.78 3.82 -1.67
H -1.03 6.13 0.44
H 1.33 5.78 1.16
H 3.12 4.12 1.28
H 2.99 2.58 0.54
```

Results
Multiplicity = 2
Charge = -1
HOMO (alpha / beta) = -4.2 / -4.3 eV
<S²> = 0.757
Lowest unoccupied orbital energy (alpha / beta) = 2.36 / 0.79 eV

Results of the Löwdin charge analysis, in e, for atoms 1 through 6: Mg 0.412; O 0.008; C -0.492; N 0.034; C -0.229; C -0.047

=====

Entry 2:
Computed, not measured: a molecular structure, C44H58Br2ClCsN5O4P3S at a distorted geometry, with ωB97M-V/def2-TZVPD.

```
119
Properties=species:S:1:pos:R:3
Cs -0.88 -0.17 0.34
C -2.55 1.57 4.39
C -1.87 0.22 4.55
C -2.77 -0.86 3.94
P -0.17 0.22 3.72
C 0.75 -0.89 4.96
C 0.35 -2.36 4.89
C 2.24 -0.75 4.66
C 0.50 1.80 4.33
C 0.42 2.19 5.66
C 0.93 3.41 6.10
C 1.53 4.26 5.17
C 1.61 3.91 3.85
C 1.11 2.66 3.37
N 1.31 2.25 2.12
C 1.37 3.11 1.09
C 0.43 4.17 1.04
C 0.29 5.01 -0.04
C 1.10 4.83 -1.16
C 2.03 3.81 -1.14
C 2.24 2.98 -0.03
P 3.49 1.69 -0.41
C 5.11 2.72 -0.46
C 6.28 1.74 -0.59
C 5.16 3.67 -1.65
C 3.68 0.80 1.23
C 4.36 1.57 2.36
C 4.32 -0.58 1.02
H -3.55 1.55 4.83
H -2.65 1.82 3.34
H -1.98 2.37 4.87
H -1.73 0.00 5.63
H -3.07 -0.55 2.94
H -3.66 -0.98 4.55
H -2.26 -1.82 3.87
H 0.56 -0.51 5.97
H 0.51 -2.75 3.88
H -0.69 -2.51 5.17
H 0.97 -2.94 5.57
H 2.45 -1.12 3.66
H 2.84 -1.32 5.37
H 2.54 0.29 4.71
H -0.07 1.55 6.38
H 0.85 3.69 7.14
H 1.93 5.21 5.50
H 2.08 4.57 3.14
H -0.24 4.28 1.88
H -0.45 5.79 -0.02
H 0.99 5.46 -2.03
H 2.62 3.63 -2.03
H 5.21 3.30 0.46
H 6.05 1.00 -1.36
H 6.47 1.21 0.34
H 7.19 2.26 -0.88
H 4.92 3.14 -2.57
H 6.17 4.08 -1.76
H 4.47 4.50 -1.52
H 2.64 0.64 1.51
H 5.43 1.70 2.18
H 4.24 1.02 3.29
H 3.90 2.54 2.48
H 5.40 -0.51 0.91
H 3.91 -1.04 0.12
H 4.11 -1.23 1.87
Br 1.79 -3.16 0.73
C 0.06 -3.56 0.06
Br -1.17 -3.75 1.52
H 0.09 -4.52 -0.45
H -0.31 -2.76 -0.63
N 0.87 1.00 -1.94
N 0.76 0.48 -3.22
C 1.51 -0.54 -3.66
N 1.27 -0.91 -4.97
S 2.76 -1.22 -2.84
H -0.02 0.96 -1.44
H 1.14 1.99 -1.98
H -0.06 0.72 -3.77
H 0.31 -0.82 -5.29
H 1.69 -1.79 -5.22
O -2.10 1.76 -0.72
Cl -3.24 1.76 0.14
O -4.42 1.98 -0.61
O -3.11 2.78 1.12
O -3.30 0.49 0.78
N -0.89 -1.71 -1.85
P -2.05 -2.20 -2.67
C -3.50 -1.10 -3.00
C -4.81 -1.55 -3.17
C -5.82 -0.65 -3.43
C -5.54 0.71 -3.54
C -4.24 1.16 -3.38
C -3.23 0.25 -3.11
C -1.64 -2.66 -4.43
C -0.57 -3.54 -4.60
C -0.09 -3.85 -5.85
C -0.63 -3.23 -6.97
C -1.65 -2.31 -6.82
C -2.15 -2.02 -5.56
C -2.93 -3.72 -2.09
C -3.56 -3.56 -0.86
C -4.10 -4.64 -0.20
C -4.01 -5.91 -0.76
C -3.37 -6.08 -1.97
C -2.83 -4.99 -2.64
H -5.03 -2.61 -3.10
H -6.84 -1.00 -3.54
H -6.34 1.41 -3.73
H -4.02 2.21 -3.45
H -2.22 0.59 -2.96
H -0.12 -3.97 -3.71
H 0.72 -4.56 -5.97
H -0.25 -3.46 -7.96
H -2.06 -1.80 -7.68
H -2.95 -1.30 -5.44
H -3.63 -2.57 -0.43
H -4.59 -4.51 0.76
H -4.42 -6.77 -0.24
H -3.29 -7.07 -2.41
H -2.35 -5.13 -3.60
```

Results
Multiplicity = 1
Charge = -2
HOMO = -1.4 eV
Lowest unoccupied orbital energy = 3.65 eV

Results of the Löwdin charge analysis, in e, for atoms 1 through 6: Cs 1.214; C -0.113; C -0.552; C -0.135; P 1.058; C -0.560

=====

Entry 3:
Computed, not measured: a molecular structure, C44H58ClN5O2P2S2Sn, with ωB97M-V/def2-TZVPD.

```
115
Properties=species:S:1:pos:R:3
Sn 0.52 -1.09 0.75
C -2.05 -2.93 2.14
O -0.68 -2.56 2.39
C -0.35 -2.29 3.76
C -0.52 -0.84 4.08
O 0.30 -0.13 3.14
C 0.93 1.04 3.70
H -2.34 -3.73 2.81
H -2.09 -3.28 1.12
H -2.72 -2.07 2.28
H 0.70 -2.54 3.88
H -0.94 -2.93 4.42
H -0.18 -0.65 5.10
H -1.56 -0.50 4.01
H 1.65 0.76 4.47
H 0.17 1.69 4.14
H 1.43 1.56 2.89
C -4.17 6.78 -1.16
S -3.19 5.80 -2.26
C -3.93 4.18 -2.20
C -2.90 3.04 -2.08
C -2.24 2.99 -0.70
N -1.30 1.84 -0.55
P -2.00 0.31 -0.20
C -3.65 0.60 0.44
C -4.81 0.40 -0.31
C -6.05 0.61 0.28
C -6.14 1.00 1.61
C -4.99 1.21 2.36
C -3.75 1.00 1.78
C -2.23 -0.61 -1.72
C -2.81 -1.88 -1.58
C -3.02 -2.67 -2.70
C -2.62 -2.22 -3.96
C -2.01 -0.98 -4.09
C -1.80 -0.18 -2.97
P 0.32 2.09 0.04
C 0.24 3.66 0.91
C 1.04 4.75 0.57
C 0.98 5.91 1.34
C 0.16 5.97 2.46
C -0.62 4.88 2.81
C -0.57 3.72 2.05
C 1.40 2.41 -1.37
C 0.99 2.98 -2.57
C 1.93 3.32 -3.54
C 3.28 3.10 -3.30
C 3.70 2.53 -2.10
C 2.76 2.18 -1.14
H -3.76 7.79 -1.16
H -4.13 6.34 -0.16
H -5.20 6.79 -1.52
H -4.45 4.08 -3.17
H -4.68 4.16 -1.41
H -2.14 3.14 -2.85
H -3.44 2.11 -2.26
H -3.02 2.94 0.06
H -1.67 3.91 -0.52
H -4.75 0.07 -1.34
H -6.96 0.46 -0.30
H -7.11 1.13 2.07
H -5.06 1.51 3.40
H -2.84 1.14 2.37
H -3.14 -2.23 -0.61
H -3.49 -3.64 -2.60
H -2.77 -2.84 -4.83
H -1.72 -0.63 -5.07
H -1.33 0.79 -3.08
H 1.69 4.71 -0.29
H 1.59 6.77 1.06
H 0.14 6.87 3.06
H -1.25 4.93 3.69
H -1.17 2.86 2.33
H -0.06 3.16 -2.76
H 1.61 3.78 -4.46
H 4.01 3.39 -4.05
H 4.75 2.37 -1.92
H 3.08 1.73 -0.21
C 1.81 -0.64 -4.31
C 1.42 -0.63 -2.90
N 1.10 -0.61 -1.80
H 2.80 -0.18 -4.42
H 1.10 -0.07 -4.90
H 1.84 -1.66 -4.69
C 4.53 -5.99 -1.61
C 4.51 -4.59 -1.01
N 3.16 -4.00 -0.99
C 2.23 -4.22 -0.07
S 0.65 -3.49 -0.29
N 2.49 -5.01 0.95
C 1.54 -5.43 2.01
C 0.83 -6.72 1.65
H 5.56 -6.36 -1.63
H 4.16 -5.98 -2.64
H 3.93 -6.70 -1.04
H 5.14 -3.92 -1.59
H 4.90 -4.59 0.01
H 2.85 -3.50 -1.81
H 3.35 -5.53 0.92
H 0.83 -4.62 2.16
H 2.13 -5.55 2.92
H 0.24 -6.60 0.74
H 0.16 -7.01 2.46
H 1.54 -7.54 1.51
Cl 6.01 -0.96 -0.99
C 5.00 -1.17 0.38
C 5.52 -1.38 1.64
C 4.65 -1.55 2.70
C 3.29 -1.51 2.47
N 2.79 -1.30 1.24
C 3.63 -1.13 0.21
H 6.60 -1.39 1.79
H 5.02 -1.70 3.71
H 2.58 -1.64 3.27
H 3.19 -0.96 -0.77
```

Results
Multiplicity = 1
Charge = +4
HOMO (alpha / beta) = -17.2 / -16.6 eV
Energy above the lowest of the compared OMol25 structures with the same formula, charge and spin = 0.400 eV
Lowest unoccupied orbital energy (alpha / beta) = -11.91 / -13.00 eV

Results of the Löwdin charge analysis, in e, for atoms 1 through 6: Sn 1.133; C -0.049; O -0.403; C -0.164; C -0.157; O -0.367

=====

Entry 4:
Computed, not measured: a molecular structure, C44H58LuN6O3P at a distorted geometry, with ωB97M-V/def2-TZVPD.

```
113
Properties=species:S:1:pos:R:3
Lu -0.83 -0.77 -0.01
C -3.25 0.32 3.64
O -4.60 -0.08 3.36
C -4.91 -0.94 2.34
C -6.22 -1.36 2.33
C -6.73 -2.19 1.32
C -5.88 -2.58 0.30
C -4.54 -2.15 0.27
C -3.78 -2.49 -0.92
N -2.63 -2.03 -1.25
N -2.22 -2.46 -2.52
C -1.14 -1.83 -2.88
O -0.50 -0.92 -2.23
C -0.57 -2.24 -4.20
C -1.36 -2.73 -5.23
C -0.80 -3.08 -6.45
C 0.57 -2.96 -6.65
C 1.37 -2.48 -5.62
C 0.80 -2.11 -4.41
C -4.00 -1.34 1.31
O -2.77 -0.98 1.33
H -3.33 0.90 4.56
H -2.83 0.93 2.85
H -2.60 -0.54 3.80
H -6.86 -1.01 3.13
H -7.76 -2.50 1.33
H -6.24 -3.20 -0.51
H -4.26 -3.16 -1.63
H -2.43 -2.83 -5.05
H -1.43 -3.45 -7.25
H 1.01 -3.23 -7.60
H 2.44 -2.38 -5.77
H 1.41 -1.71 -3.60
N 1.38 -0.12 0.22
P 2.48 0.90 0.38
N 2.51 1.67 1.90
C 3.14 2.92 2.25
C 2.18 3.83 3.01
C 1.59 3.13 4.23
C 0.96 1.80 3.82
C 1.97 0.95 3.06
N 4.11 0.36 0.28
C 4.79 -0.17 1.46
C 4.37 -1.62 1.84
C 3.81 -2.34 0.61
C 4.64 -1.94 -0.62
C 4.46 -0.43 -0.92
N 2.56 2.08 -0.82
C 1.43 2.26 -1.74
C 1.88 2.06 -3.18
C 3.01 3.03 -3.52
C 4.16 2.84 -2.53
C 3.68 2.96 -1.08
H 3.49 3.43 1.36
H 4.02 2.73 2.89
H 1.37 4.11 2.33
H 2.70 4.75 3.30
H 0.86 3.77 4.72
H 2.40 2.93 4.95
H 0.10 1.98 3.17
H 0.61 1.25 4.70
H 1.52 0.02 2.71
H 2.80 0.69 3.75
H 4.63 0.51 2.30
H 5.86 -0.16 1.25
H 3.62 -1.61 2.64
H 5.25 -2.15 2.21
H 2.78 -2.01 0.44
H 3.79 -3.42 0.76
H 4.34 -2.53 -1.49
H 5.69 -2.16 -0.42
H 3.66 -0.30 -1.65
H 5.39 -0.04 -1.35
H 1.02 3.28 -1.63
H 0.65 1.56 -1.48
H 1.02 2.20 -3.85
H 2.23 1.03 -3.30
H 2.64 4.06 -3.45
H 3.37 2.88 -4.54
H 4.96 3.58 -2.70
H 4.60 1.84 -2.66
H 3.39 4.01 -0.89
H 4.50 2.71 -0.41
C -5.71 2.81 -1.00
C -5.27 1.47 -1.15
C -3.98 1.13 -0.83
C -3.04 2.08 -0.34
C -1.70 1.67 0.02
C -0.89 2.70 0.44
C -1.30 4.06 0.52
C -2.57 4.43 0.20
C -3.49 3.43 -0.23
C -4.83 3.76 -0.56
H -6.73 3.08 -1.23
H -5.96 0.71 -1.50
H -3.65 0.12 -0.96
H 0.13 2.49 0.73
H -0.59 4.82 0.82
H -2.90 5.46 0.27
H -5.15 4.80 -0.45
C -1.05 -3.24 3.02
C -0.96 -3.89 1.63
C -0.49 -5.34 1.81
C -0.06 -3.08 0.69
H -1.71 -3.79 3.70
H -1.43 -2.22 2.94
H -0.05 -3.20 3.47
H -1.98 -3.94 1.21
H 0.52 -5.35 2.24
H -0.45 -5.86 0.85
H -1.15 -5.92 2.48
H 0.00 -3.64 -0.26
H 0.95 -3.12 1.11
```

Results
Multiplicity = 1
Charge = -2
HOMO = -1.4 eV
Energy above the lowest of the compared OMol25 structures with the same formula, charge and spin = 0.287 eV
Lowest unoccupied orbital energy = 4.38 eV

Results of the Löwdin charge analysis, in e, for atoms 1 through 6: Lu 1.604; C -0.072; O -0.089; C -0.207; C -0.040; C -0.135